The following is a quantum chemistry calculation of C16H20InN2OP as an isolated structure, from the OMol25 dataset.

Properties
- Lowest unoccupied orbital energy: 0.293 eV
- E_tot: -36400.8902 eV
- Kohn-Sham gap: 4.64 eV
- Net charge: 0
- ΔE to the lowest compared entry with this formula, charge and spin: 0.0000 eV
- Largest force on an atom: 3.6 eV/Å

Atoms and positions in Å:
C (0.613, 1.445, -1.849)
C (1.346, 0.217, -1.942)
C (0.425, -0.836, -2.190)
C (-0.886, -0.295, -2.195)
C (-0.792, 1.116, -1.972)
In (-0.064, 0.316, 0.349)
P (0.016, 1.832, 2.268)
H (1.031, 2.446, -1.876)
H (2.429, 0.145, -2.032)
H (0.686, -1.866, -2.454)
H (-1.593, 1.837, -2.109)
H (-1.796, -0.827, -2.483)
H (-1.197, 2.627, 2.191)
H (1.265, 2.568, 2.202)
H (0.006, 1.036, 3.464)
C (-1.490, -5.515, 3.474)
N (-1.354, -4.464, 2.482)
N (-0.721, -3.286, 2.769)
C (-0.648, -2.537, 1.607)
O (0.151, -1.531, 1.530)
C (-1.416, -3.232, 0.641)
C (-1.784, -4.437, 1.203)
C (-2.525, -5.557, 0.585)
C (-0.144, -2.940, 4.021)
C (0.825, -3.759, 4.616)
C (1.484, -3.303, 5.769)
C (1.187, -2.035, 6.285)
C (0.238, -1.210, 5.665)
C (-0.440, -1.668, 4.536)
H (-0.524, -5.945, 3.773)
H (-2.075, -6.327, 3.033)
H (-2.020, -5.170, 4.372)
H (-1.591, -2.816, -0.335)
H (-1.940, -6.482, 0.535)
H (-3.467, -5.778, 1.097)
H (-2.773, -5.276, -0.444)
H (1.099, -4.701, 4.139)
H (2.243, -3.932, 6.223)
H (1.710, -1.679, 7.168)
H (0.037, -0.205, 6.029)
H (-1.173, -1.049, 4.012)



The following is a quantum chemistry calculation of C16H20MnN4O4 as an isolated structure, from the OMol25 dataset.

Properties
- <S²>: 3.991
- Lowest unoccupied orbital energy (alpha / beta): -17.750 / -17.227 eV
- E_tot: -62335.1213 eV
- Kohn-Sham gap (alpha / beta): 3.22 / 3.74 eV
- Net charge: +4
- Largest force on an atom: 4.6 eV/Å
- 2S+1: 4

Atoms and positions in Å:
N (-0.749, -3.082, 1.585)
C (0.144, -3.296, 2.307)
C (1.215, -3.649, 3.212)
H (2.102, -3.053, 2.991)
H (1.454, -4.715, 3.086)
H (0.908, -3.490, 4.249)
N (-2.979, -0.771, -1.872)
C (-4.115, -0.549, -1.949)
C (-5.534, -0.310, -2.014)
H (-6.062, -1.229, -2.255)
H (-5.773, 0.426, -2.777)
H (-5.921, 0.055, -1.064)
N (0.336, 3.968, -2.988)
C (1.289, 4.134, -2.338)
C (2.473, 4.252, -1.519)
H (2.484, 5.206, -0.987)
H (3.364, 4.178, -2.149)
H (2.464, 3.431, -0.797)
Mn (-0.505, -0.768, -1.622)
C (-0.811, 1.376, -0.455)
O (-1.272, 2.358, -0.097)
C (-2.200, -0.333, 1.978)
O (-2.536, -0.825, 2.956)
C (0.656, -2.768, -1.881)
C (1.581, -1.818, -1.425)
C (1.631, -0.541, -2.031)
C (0.811, -0.230, -3.149)
C (-0.140, -1.209, -3.598)
C (-0.198, -2.470, -2.948)
H (0.611, -3.751, -1.400)
H (2.274, -2.080, -0.616)
H (2.351, 0.192, -1.658)
H (0.811, 0.770, -3.593)
H (-0.896, -0.964, -4.353)
H (-0.927, -3.215, -3.290)
N (1.235, 1.695, 4.346)
C (1.731, 1.566, 2.955)
C (0.518, 1.131, 2.125)
O (-0.578, 1.029, 2.744)
O (0.733, 0.895, 0.894)
H (0.190, 1.631, 4.277)
H (1.569, 2.569, 4.762)
H (1.607, 0.917, 4.902)
H (2.124, 2.510, 2.585)
H (2.528, 0.830, 2.877)



The following is a quantum chemistry calculation of one molecule with the formula C16H20N2O2S2, from the OMol25 dataset.

Properties
- Lowest unoccupied orbital energy: 0.549 eV
- E_tot: -45650.1121 eV
- Kohn-Sham gap: 8.81 eV
- Net charge: 0
- ΔE to the lowest compared entry with this formula, charge and spin: 12.4711 eV
- Largest force on an atom: 17.4 eV/Å

Atoms and positions in Å:
O (1.076, -1.045, -2.381)
C (-0.084, -0.705, -2.481)
C (-1.161, -1.939, -1.910)
C (-1.353, -1.603, -0.619)
C (-2.266, -0.463, -0.178)
C (-2.803, -0.482, 1.246)
C (-1.207, 0.251, 1.899)
O (-1.153, 1.418, 1.888)
N (-0.879, -0.638, 2.835)
C (0.459, -0.577, 3.275)
C (1.469, -1.010, 2.257)
C (1.963, -0.534, 0.946)
C (2.901, -1.265, 0.379)
C (3.142, -2.441, 0.969)
S (2.351, -2.454, 2.671)
N (-0.535, 0.432, -3.013)
C (0.346, 1.705, -2.905)
C (0.383, 2.276, -1.680)
C (1.383, 2.358, -0.857)
C (1.405, 3.235, 0.197)
C (0.105, 3.592, 0.310)
S (-0.966, 3.128, -1.046)
H (-0.757, -2.752, -2.013)
H (-2.045, -1.798, -2.521)
H (-1.954, -2.683, -0.149)
H (-0.599, -1.780, 0.079)
H (-1.943, 0.238, -0.570)
H (-3.276, -0.722, -0.877)
H (-3.030, -1.457, 1.650)
H (-3.690, 0.429, 1.352)
H (-0.982, -1.739, 2.465)
H (0.432, -1.093, 4.150)
H (0.640, 0.566, 3.269)
H (1.604, 0.512, 0.647)
H (3.179, -1.190, -0.853)
H (3.807, -3.208, 0.808)
H (-1.540, 0.589, -2.773)
H (1.287, 1.108, -3.435)
H (-0.027, 2.200, -3.806)
H (2.512, 2.204, -1.106)
H (2.199, 3.349, 0.930)
H (-0.391, 3.989, 0.953)



The following is a quantum chemistry calculation of one molecule with the formula C16H20N2O4S3, from the OMol25 dataset.

Properties
- Lowest unoccupied orbital energy: -0.943 eV
- E_tot: -60578.5066 eV
- Kohn-Sham gap: 7.35 eV
- Net charge: 0
- ΔE to the lowest compared entry with this formula, charge and spin: 13.0846 eV
- Largest force on an atom: 17.1 eV/Å

Atoms and positions in Å:
O (6.281, 1.701, 0.830)
S (5.233, 1.319, -0.016)
O (4.930, 2.122, -1.242)
N (3.852, 1.412, 1.044)
C (2.626, 0.601, 0.695)
C (1.813, 0.164, 1.963)
C (0.597, -0.550, 1.836)
C (0.223, -0.565, 0.248)
S (-1.295, -1.590, -0.055)
O (-1.619, -2.131, 1.231)
O (-1.266, -2.035, -1.366)
N (-2.493, -0.216, 0.107)
C (-2.350, 0.488, -1.139)
C (-3.600, 1.501, -1.491)
C (-4.985, 0.572, -1.131)
C (-5.328, 0.854, 0.488)
C (-4.462, 0.055, 1.574)
C (-2.837, 0.381, 1.213)
C (0.907, -0.039, -0.787)
C (2.175, 0.577, -0.469)
C (5.110, -0.382, -0.111)
C (4.886, -0.960, -1.563)
C (4.836, -2.283, -1.389)
C (5.267, -2.915, -0.055)
S (5.222, -1.462, 1.130)
H (4.133, 1.505, 1.857)
H (2.274, 0.575, 2.959)
H (0.081, -0.922, 2.478)
H (-2.222, -0.086, -1.939)
H (-1.583, 1.253, -1.155)
H (-3.778, 1.701, -2.369)
H (-3.676, 2.370, -0.844)
H (-4.878, -0.381, -1.104)
H (-5.813, 0.886, -1.775)
H (-6.302, 0.321, 0.647)
H (-5.323, 1.915, 0.628)
H (-4.493, -0.902, 1.011)
H (-4.777, 0.199, 2.536)
H (-2.340, -0.291, 2.028)
H (-2.725, 1.603, 1.226)
H (0.490, -0.125, -1.796)
H (2.642, 1.253, -1.251)
H (4.628, -0.389, -2.555)
H (4.766, -3.212, -2.295)
H (5.172, -3.889, 0.168)



The following is a quantum chemistry calculation of a 2-piece molecular cluster, C16H20N3O6PS overall, from the OMol25 dataset.

Properties
- Lowest unoccupied orbital energy: 0.279 eV
- E_tot: -53798.5497 eV
- Kohn-Sham gap: 8.72 eV
- Net charge: 0
- Largest force on an atom: 3.4 eV/Å

Atoms and positions in Å:
O (3.605, 3.137, 1.162)
P (2.813, 3.555, 2.328)
O (3.236, 5.054, 2.597)
O (3.277, 2.632, 3.528)
C (1.021, 3.399, 2.108)
O (0.620, 2.013, 2.116)
C (-0.714, 1.702, 2.211)
C (-1.747, 2.638, 2.429)
C (-3.083, 2.226, 2.545)
C (-3.419, 0.871, 2.440)
C (-2.412, -0.068, 2.209)
C (-1.086, 0.359, 2.101)
C (-0.268, -0.806, 1.864)
N (1.085, -1.021, 1.660)
C (1.267, -2.313, 1.465)
S (-0.180, -3.342, 1.514)
C (-1.071, -1.886, 1.821)
C (-2.525, -1.572, 2.044)
H (4.189, 4.970, 2.465)
H (3.106, 1.755, 3.152)
H (0.565, 3.952, 2.930)
H (0.749, 3.869, 1.161)
H (-1.539, 3.698, 2.513)
H (-3.861, 2.965, 2.717)
H (-4.453, 0.553, 2.529)
H (2.253, -2.728, 1.279)
H (-3.141, -1.843, 1.181)
H (-2.917, -2.053, 2.946)
C (0.796, 0.098, -5.514)
N (0.817, -0.611, -4.237)
C (0.657, -0.031, -3.042)
O (0.462, 1.174, -2.917)
C (0.660, -0.929, -1.798)
N (-0.181, -2.132, -1.897)
C (0.113, -3.222, -2.603)
C (-0.867, -4.367, -2.520)
O (1.114, -3.318, -3.300)
H (0.681, -0.611, -6.334)
H (-0.035, 0.806, -5.532)
H (1.728, 0.651, -5.640)
H (0.999, -1.610, -4.240)
H (0.326, -0.326, -0.954)
H (1.691, -1.229, -1.608)
H (-1.039, -2.134, -1.370)
H (-0.530, -5.168, -3.177)
H (-1.851, -4.027, -2.836)
H (-0.909, -4.730, -1.495)